Molecular formula: C5H18NO2
Method: DFT, the ωB97M-V functional and the def2-TZVPD basis

```
26
Properties=species:S:1:pos:R:3:forces:R:3
C 0.425 -0.493 -1.644 1.470 -1.012 4.043
C 0.034 0.386 -0.257 1.544 -3.441 -1.848
C -1.408 0.251 -0.186 -3.495 3.532 1.958
C -1.866 1.223 -1.272 -1.436 4.316 5.691
C -2.224 -1.012 -0.167 1.780 -3.158 -0.586
N 0.661 -0.145 1.055 0.942 -0.254 -2.463
H 0.285 -1.572 -1.342 0.700 0.946 -0.289
H 1.468 -0.272 -1.925 -0.612 -0.302 -0.141
H -0.250 -0.414 -2.441 -0.862 0.962 -0.956
H 0.455 1.343 -0.416 -0.220 1.124 0.166
H -1.821 0.747 0.780 1.160 -0.158 -1.107
H -2.940 1.484 -1.014 1.111 -0.342 -1.071
H -1.668 1.037 -2.232 0.402 -1.123 -3.649
H -1.267 2.222 -0.983 -1.528 -1.812 -1.034
H -2.330 -1.309 -1.279 -0.493 -0.161 2.040
H -3.141 -1.013 0.475 0.498 0.612 -1.248
H -1.621 -1.843 0.389 -0.795 0.941 -1.185
H 1.219 0.594 1.552 -0.494 -0.434 -0.084
H 1.303 -0.873 0.656 0.116 -0.010 1.138
H -0.102 -0.541 1.588 0.166 -0.137 0.439
H 3.103 -2.510 0.037 1.185 -1.992 -0.456
H 3.230 -1.055 -0.670 -0.041 -1.443 0.721
O 2.813 -1.635 0.010 -1.063 3.395 -0.209
H 2.137 2.591 2.980 -0.367 -1.277 0.066
H 1.516 1.172 3.534 1.181 1.543 -1.141
O 1.989 1.636 2.771 -0.847 -0.314 1.204
```
Positions in Å, forces in eV/Å.

The energy comes out at -11054.28828 eV. The multiplicity is 1. The calculation puts the HOMO energy at -0.5241 Eh. The calculation puts the relative energy (zero: lowest compared OMol25 entry of this formula, charge and spin) at 221.1 kJ/mol. The total charge is +1.

=====

Molecular formula: C38H60ClFN2O6PS
Method: DFT, the ωB97M-V functional and the def2-TZVPD basis

```
110
Properties=species:S:1:pos:R:3:forces:R:3
C 5.458 -0.129 2.947 -0.011 0.134 0.041
C 4.062 -0.668 3.243 0.231 -0.389 -0.042
C 3.223 -0.885 1.987 -0.082 -0.018 0.388
O 2.323 0.208 1.860 0.142 0.213 -0.125
C 1.657 0.300 0.624 0.364 -0.043 0.124
C 0.292 -0.396 0.676 -0.402 -0.256 -0.098
C -0.954 0.531 0.795 0.241 0.520 0.052
C -0.864 2.002 0.263 -0.321 -0.295 -0.117
C -0.988 3.084 1.346 0.152 -0.135 -0.204
P 0.181 3.219 2.720 -0.160 0.516 0.242
O -0.043 4.484 3.430 -0.042 -0.200 -0.069
O 0.001 1.892 3.573 0.096 -0.099 -0.076
C -1.084 1.866 4.530 0.031 -0.215 0.069
C -1.585 0.427 4.662 -0.356 0.182 0.029
O 1.630 2.990 2.139 -0.126 -0.081 -0.193
C 2.127 3.973 1.203 0.205 0.215 0.031
C 3.522 4.410 1.626 -0.118 0.294 -0.006
C -2.294 -0.131 0.402 -0.114 0.034 0.137
N -2.338 -1.317 -0.582 -0.091 0.500 0.050
C -2.226 -0.907 -2.047 0.355 -0.154 -0.323
C -1.622 0.441 -2.379 -0.408 -0.005 -0.279
C -1.513 0.590 -3.907 -0.264 0.196 0.172
C -0.404 1.569 -4.261 0.167 -0.191 -0.388
O 0.810 1.125 -3.680 -0.079 -0.091 0.261
C 1.564 2.131 -3.026 -0.142 -0.169 -0.155
C -3.713 -1.918 -0.303 0.052 -0.335 0.199
C -4.566 -2.726 -1.322 -0.329 0.099 0.110
C -5.419 -3.743 -0.554 -0.229 0.120 -0.246
Cl -3.773 -3.547 -2.694 -0.050 -0.015 -0.126
C -1.196 -2.231 -0.149 0.090 -0.170 0.061
C -1.253 -3.641 -0.710 0.011 -0.067 -0.167
C -2.178 -4.631 -0.047 0.174 0.198 0.054
O -2.625 -5.609 -0.514 -0.061 -0.063 0.123
F -2.426 -4.303 1.267 0.056 -0.110 -0.248
C 0.138 -1.486 -0.398 0.330 0.103 0.689
N 1.270 -2.424 -0.179 -0.894 0.254 -0.560
C 1.883 -2.774 -1.165 0.646 -0.259 0.042
S 2.736 -3.233 -2.377 -0.014 -0.052 -0.052
H 6.074 -0.891 2.466 -0.028 0.019 -0.058
H 5.973 0.171 3.860 -0.019 -0.008 0.010
H 5.423 0.741 2.287 -0.043 0.020 0.013
H 3.522 -0.020 3.932 -0.087 0.069 -0.099
H 4.168 -1.634 3.744 -0.013 0.054 0.073
H 2.662 -1.824 2.062 -0.002 0.002 -0.119
H 3.877 -0.934 1.108 -0.068 -0.064 -0.084
H 2.280 -0.148 -0.160 -0.070 0.024 -0.071
H 1.581 1.362 0.409 -0.142 -0.020 -0.029
H 0.322 -0.989 1.597 0.038 0.130 0.061
H -1.044 0.684 1.872 -0.130 -0.173 -0.034
H -1.736 2.162 -0.368 0.040 0.105 -0.136
H -0.017 2.174 -0.397 0.177 -0.015 0.165
H -1.982 2.999 1.797 0.014 0.136 0.108
H -0.951 4.072 0.879 -0.127 -0.016 -0.055
H -0.701 2.248 5.472 0.002 0.046 -0.002
H -1.886 2.531 4.204 0.056 0.059 -0.006
H -1.054 -0.231 3.975 0.146 -0.025 0.100
H -2.650 0.369 4.424 0.025 -0.016 -0.028
H -1.478 0.057 5.679 0.152 -0.095 -0.049
H 2.127 3.526 0.205 0.028 -0.160 0.067
H 1.458 4.837 1.172 -0.035 -0.048 0.030
H 3.480 5.367 2.144 -0.003 -0.056 0.077
H 3.953 3.685 2.312 0.057 -0.133 -0.138
H 4.169 4.540 0.759 0.043 -0.087 0.022
H -2.770 -0.526 1.300 0.116 -0.138 -0.021
H -2.979 0.611 -0.002 -0.008 -0.013 -0.053
H -1.634 -1.682 -2.530 -0.054 -0.047 0.033
H -3.209 -0.968 -2.504 -0.129 0.016 0.222
H -0.632 0.573 -1.960 0.008 0.064 0.146
H -2.288 1.229 -2.034 0.155 0.113 0.156
H -2.460 0.982 -4.288 0.047 -0.043 -0.113
H -1.360 -0.368 -4.408 0.233 -0.023 0.095
H -0.278 1.595 -5.348 -0.055 0.091 0.005
H -0.661 2.585 -3.941 0.041 -0.026 0.185
H 0.958 2.641 -2.269 0.012 0.123 -0.041
H 2.393 1.631 -2.527 0.078 0.052 -0.090
H 1.938 2.863 -3.745 0.081 0.092 0.099
H -4.343 -1.068 -0.045 0.005 0.012 -0.077
H -3.601 -2.486 0.619 0.135 -0.067 -0.091
H -5.253 -2.028 -1.796 0.204 0.107 -0.087
H -4.953 -4.725 -0.548 0.098 0.060 0.228
H -5.619 -3.399 0.461 0.052 -0.059 0.048
H -6.383 -3.843 -1.051 0.041 -0.061 -0.034
H -1.301 -2.302 0.936 -0.056 -0.015 -0.012
H -0.273 -4.097 -0.568 0.091 0.058 0.116
H -1.425 -3.684 -1.782 -0.061 -0.010 0.048
H 0.220 -1.070 -1.401 -0.139 -0.147 -0.100
C 1.201 -8.726 1.075 -0.001 -0.003 -0.002
C 0.344 -7.943 1.835 -0.003 -0.011 0.005
C 0.341 -6.564 1.676 -0.021 0.023 -0.009
C 1.192 -5.973 0.752 -0.069 -0.036 -0.046
C 2.047 -6.756 -0.012 -0.003 0.015 -0.029
C 2.053 -8.134 0.152 -0.007 -0.006 0.001
H 1.205 -9.800 1.201 0.001 -0.005 0.000
H -0.320 -8.406 2.553 0.001 -0.004 0.008
H -0.323 -5.954 2.276 0.003 0.002 0.011
H 1.185 -4.898 0.623 0.145 0.034 0.121
H 2.708 -6.294 -0.735 0.008 0.003 0.008
H 2.721 -8.746 -0.438 0.001 -0.004 -0.004
C 0.468 7.865 -2.072 0.012 0.011 0.011
C -0.040 6.629 -1.697 0.019 -0.026 0.000
C -0.140 5.611 -2.635 -0.009 -0.061 0.040
C 0.271 5.822 -3.943 0.008 -0.023 0.007
C 0.781 7.057 -4.317 0.004 0.004 -0.003
C 0.877 8.078 -3.381 0.004 -0.005 0.000
H 0.545 8.662 -1.344 -0.002 0.005 0.003
H -0.358 6.463 -0.675 -0.022 0.015 0.006
H -0.543 4.647 -2.342 -0.018 0.003 0.000
H 0.195 5.026 -4.675 -0.009 0.004 -0.006
H 1.102 7.225 -5.336 -0.004 0.004 -0.005
H 1.270 9.043 -3.674 0.005 0.003 0.000
```
Positions in Å, forces in eV/Å.

The energy comes out at -91002.88440 eV. The multiplicity is 1. The calculation puts the HOMO energy at -0.4149 Eh. The total charge is +1.

=====

Molecular formula: C13H13ClF5N4
Method: DFT, the ωB97M-V functional and the def2-TZVPD basis

```
36
Properties=species:S:1:pos:R:3:forces:R:3
C 3.064 -1.964 -1.417 0.042 0.003 -0.180
C 2.041 -0.873 -1.689 -0.110 0.109 -0.014
C 1.241 -0.317 -0.497 -0.048 -0.316 -0.028
Cl 1.165 -1.407 0.910 0.089 -0.206 -0.005
N 1.771 0.956 -0.032 0.131 0.132 -0.060
N 3.098 1.015 0.299 0.121 0.620 0.138
C 3.331 2.246 0.744 0.066 -0.183 0.168
N 2.246 2.984 0.742 -0.077 0.049 -0.209
C 1.280 2.186 0.245 0.040 -0.251 0.028
N 0.035 2.648 0.071 0.099 -0.063 0.180
C -1.116 1.972 -0.463 0.202 0.301 -0.195
F -0.793 1.553 -1.732 -0.196 0.075 0.106
F -2.046 2.946 -0.592 0.097 -0.217 -0.035
C -1.630 0.822 0.348 -0.261 -0.175 -0.064
C -1.362 0.712 1.705 -0.134 -0.037 0.128
C -1.899 -0.342 2.429 -0.115 -0.072 -0.139
C -2.693 -1.292 1.798 0.105 0.161 -0.022
C -2.953 -1.173 0.439 0.011 0.035 -0.019
C -3.821 -2.176 -0.276 -0.314 -0.362 -0.165
F -4.057 -3.269 0.479 0.103 0.454 -0.353
F -3.233 -2.587 -1.427 -0.236 0.136 0.423
F -5.015 -1.639 -0.608 0.463 -0.222 0.106
C -2.437 -0.115 -0.292 0.131 0.015 0.164
H 3.748 -1.735 -0.600 0.031 -0.036 0.091
H 3.665 -2.103 -2.314 0.032 -0.012 -0.008
H 2.579 -2.913 -1.204 0.015 -0.012 0.171
H 2.513 -0.019 -2.178 -0.019 0.053 -0.036
H 1.301 -1.244 -2.395 0.009 -0.073 -0.057
H 0.218 -0.165 -0.790 -0.072 0.207 -0.036
H 3.729 0.230 0.239 -0.201 -0.216 -0.085
H 4.307 2.556 1.082 0.011 0.052 -0.002
H -0.083 3.631 0.272 0.025 0.069 -0.014
H -0.751 1.443 2.217 0.029 0.066 -0.043
H -1.693 -0.425 3.485 0.000 -0.020 0.057
H -3.106 -2.122 2.350 -0.010 -0.022 0.045
H -2.643 -0.020 -1.349 -0.059 -0.040 -0.037
```
Positions in Å, forces in eV/Å.

The energy comes out at -45756.72659 eV. The multiplicity is 1. Its SMILES is CC[C@@H](Cl)n1[nH]cn/c1=[NH+]/C(F)(F)c1cccc(C(F)(F)F)c1. The calculation puts the HOMO energy at -0.4856 Eh. The total charge is +1.

=====

Question: multiplicity of number 2 (C38H60ClFN2O6PS)?
Answer: 1

=====

Question: Which of these has the highest energy?
Answer: C5H18NO2

=====

Repeat the third record exactly.
Molecular formula: C13H13ClF5N4
Method: DFT, the ωB97M-V functional and the def2-TZVPD basis

```
36
Properties=species:S:1:pos:R:3:forces:R:3
C 3.064 -1.964 -1.417 0.042 0.003 -0.180
C 2.041 -0.873 -1.689 -0.110 0.109 -0.014
C 1.241 -0.317 -0.497 -0.048 -0.316 -0.028
Cl 1.165 -1.407 0.910 0.089 -0.206 -0.005
N 1.771 0.956 -0.032 0.131 0.132 -0.060
N 3.098 1.015 0.299 0.121 0.620 0.138
C 3.331 2.246 0.744 0.066 -0.183 0.168
N 2.246 2.984 0.742 -0.077 0.049 -0.209
C 1.280 2.186 0.245 0.040 -0.251 0.028
N 0.035 2.648 0.071 0.099 -0.063 0.180
C -1.116 1.972 -0.463 0.202 0.301 -0.195
F -0.793 1.553 -1.732 -0.196 0.075 0.106
F -2.046 2.946 -0.592 0.097 -0.217 -0.035
C -1.630 0.822 0.348 -0.261 -0.175 -0.064
C -1.362 0.712 1.705 -0.134 -0.037 0.128
C -1.899 -0.342 2.429 -0.115 -0.072 -0.139
C -2.693 -1.292 1.798 0.105 0.161 -0.022
C -2.953 -1.173 0.439 0.011 0.035 -0.019
C -3.821 -2.176 -0.276 -0.314 -0.362 -0.165
F -4.057 -3.269 0.479 0.103 0.454 -0.353
F -3.233 -2.587 -1.427 -0.236 0.136 0.423
F -5.015 -1.639 -0.608 0.463 -0.222 0.106
C -2.437 -0.115 -0.292 0.131 0.015 0.164
H 3.748 -1.735 -0.600 0.031 -0.036 0.091
H 3.665 -2.103 -2.314 0.032 -0.012 -0.008
H 2.579 -2.913 -1.204 0.015 -0.012 0.171
H 2.513 -0.019 -2.178 -0.019 0.053 -0.036
H 1.301 -1.244 -2.395 0.009 -0.073 -0.057
H 0.218 -0.165 -0.790 -0.072 0.207 -0.036
H 3.729 0.230 0.239 -0.201 -0.216 -0.085
H 4.307 2.556 1.082 0.011 0.052 -0.002
H -0.083 3.631 0.272 0.025 0.069 -0.014
H -0.751 1.443 2.217 0.029 0.066 -0.043
H -1.693 -0.425 3.485 0.000 -0.020 0.057
H -3.106 -2.122 2.350 -0.010 -0.022 0.045
H -2.643 -0.020 -1.349 -0.059 -0.040 -0.037
```
Positions in Å, forces in eV/Å.

The energy comes out at -45756.72659 eV. The multiplicity is 1. Its SMILES is CC[C@@H](Cl)n1[nH]cn/c1=[NH+]/C(F)(F)c1cccc(C(F)(F)F)c1. The calculation puts the HOMO energy at -0.4856 Eh. The total charge is +1.